No. 1
A 7-piece molecular cluster, C5H27N2O7 overall at a distorted geometry, computed with ωB97M-V/def2-TZVPD.

Atoms and positions in Å:
C (-0.1365, -2.2276, 0.4362)
N (1.0405, -1.4260, 0.8087)
C (1.1315, -0.9820, 2.2045)
C (0.8188, 0.5421, 2.3567)
O (-0.5592, 0.7624, 2.6305)
C (-0.3859, -2.1177, -1.0806)
N (-0.8417, -0.7585, -1.5456)
C (-0.5036, -0.5224, -2.9704)
H (0.0109, -3.2892, 0.6977)
H (-0.9746, -1.9142, 1.0657)
H (1.8794, -1.9632, 0.5093)
H (0.4939, -1.5679, 2.8777)
H (2.1527, -1.1831, 2.5649)
H (1.4482, 0.9843, 3.1323)
H (0.9872, 1.0367, 1.3976)
H (-0.7431, 0.8380, 3.5640)
H (-1.1420, -2.8355, -1.4098)
H (0.5278, -2.3770, -1.6219)
H (-1.8511, -0.6288, -1.3633)
H (-0.4235, -0.0692, -0.9244)
H (-0.8708, -1.3441, -3.5838)
H (0.5804, -0.4799, -3.1084)
H (-0.9867, 0.4021, -3.2763)
H (-2.4192, 2.1115, -0.4912)
H (-3.6963, 2.3188, -1.3752)
O (-2.9981, 1.6874, -1.1683)
H (2.7520, -1.1793, -1.6354)
H (3.2931, -2.5705, -2.0098)
O (2.6043, -2.1234, -1.4784)
H (-1.1263, 2.2084, 1.5242)
H (-0.4197, 2.8775, 0.3329)
O (-1.3223, 2.7163, 0.7045)
H (3.3065, 0.5901, -0.4931)
H (1.8340, 0.0360, -0.3705)
O (2.4418, 0.4968, -0.9505)
H (1.4402, 3.6526, -1.0197)
H (1.6742, 2.1269, -0.8304)
O (1.1959, 2.8966, -0.4570)
H (-3.4385, 0.3383, 1.2317)
H (-1.9732, 0.1033, 1.7607)
O (-2.6692, -0.2533, 1.1856)

Spin multiplicity   2
HOMO level (spin up / spin down)   -16.27 / -16.27 eV
Net charge   +2
Calculated total energy   -842.224977 hartree
E_LUMO (spin up / spin down)   -6.15 / -12.25 eV
ΔE to the lowest compared entry with this formula, charge and spin   63.0 kJ/mol

Atom charges from the Mulliken analysis, given in e for atoms 1 to 4:
1. C -0.84
2. N 0.01
3. C -0.67
4. C 0.17

No. 2
A 8-piece molecular cluster, C5H27N2O8 overall at a distorted geometry, computed with ωB97M-V/def2-TZVPD.

Atoms and positions in Å:
C (0.5745, 0.5579, -3.5193)
O (-0.4694, 1.3843, -3.0466)
C (0.4040, -0.9570, -3.2186)
C (1.3223, -1.3372, -2.0660)
C (0.8977, -0.8765, -0.6375)
C (0.3648, -1.8211, 0.1559)
N (-0.3295, -1.6072, 1.4549)
N (1.0419, 0.4390, -0.4036)
H (1.4984, 0.8893, -3.0453)
H (0.6595, 0.7297, -4.6120)
H (-0.3759, 1.4680, -2.0860)
H (-0.6914, -1.1355, -3.1187)
H (0.6033, -1.5783, -4.1010)
H (2.2858, -0.7955, -2.1122)
H (1.4758, -2.4307, -2.0382)
H (0.1560, -2.8098, -0.2258)
H (-0.2993, -0.6338, 1.8019)
H (-1.3336, -1.8310, 1.4469)
H (-0.0418, -2.3024, 2.1685)
H (1.6461, 1.0002, -0.9762)
H (0.5512, 0.9835, 0.2890)
H (2.9609, 1.2698, 2.8882)
H (1.9622, 0.8620, 1.9607)
O (2.1351, 0.7466, 2.9185)
H (-0.4971, -0.9451, 4.2916)
H (-1.5857, 0.1312, 4.1975)
O (-1.1061, -0.5183, 3.6681)
H (-1.7123, 2.4739, 0.1948)
H (-0.8896, 3.5948, -0.1229)
O (-0.8018, 2.7701, 0.3933)
H (1.7039, 3.3643, 0.2038)
H (1.4725, 2.5972, 1.5108)
O (1.9460, 2.5564, 0.6666)
H (-2.5406, 2.2784, -1.9773)
H (-3.6221, 1.4938, -1.0148)
O (-2.7100, 1.7060, -1.2262)
H (2.2351, -1.9090, 3.3797)
H (2.1304, -3.3421, 3.0120)
O (1.6091, -2.5299, 2.9633)
H (-4.6395, -1.9746, -0.9042)
H (-3.2762, -1.2465, -0.7377)
O (-3.8935, -1.8542, -0.3112)

Spin multiplicity   2
HOMO level (spin up / spin down)   -2.31 / -8.53 eV
Calculated total energy   -917.961860 hartree
E_LUMO (spin up / spin down)   0.38 / 0.22 eV
ΔE to the lowest compared entry with this formula, charge and spin   260.6 kJ/mol

Atom charges from the Mulliken analysis, given in e for atoms 1 to 4:
1. C -0.76
2. O -0.51
3. C -0.18
4. C -1.71

No. 3
A 8-piece molecular cluster, C5H27N2O8 overall at a distorted geometry, computed with ωB97M-V/def2-TZVPD.

Atoms and positions in Å:
C (0.0851, -2.2126, -2.3379)
O (-0.4010, -1.3536, -3.3398)
C (-0.5016, -1.7456, -0.9550)
C (-0.1529, -2.7363, 0.1277)
C (0.1136, -2.1034, 1.4651)
C (1.3625, -1.8282, 1.8237)
N (1.6051, -1.3406, 3.1654)
N (0.0186, -0.4129, -0.6658)
H (-0.0257, -3.1858, -2.7049)
H (1.2484, -2.1292, -2.2616)
H (-0.8756, -1.9281, -4.0010)
H (-1.5658, -1.7331, -0.8721)
H (0.7251, -3.3952, -0.0909)
H (-1.0332, -3.3147, 0.4261)
H (-0.8796, -1.7323, 1.9525)
H (2.2240, -2.1101, 1.4127)
H (0.8387, -0.9178, 3.6765)
H (2.3960, -0.5903, 3.2009)
H (0.2191, 0.0978, -1.5327)
H (1.0077, -0.3900, -0.1464)
H (-0.8231, 0.1352, -0.0362)
H (-4.8057, -0.3900, -1.0225)
H (-3.5937, 0.5101, -1.0192)
O (-3.9487, -0.2928, -1.3630)
H (-2.2068, 2.7524, 2.3626)
H (-1.3759, 3.8374, 1.9405)
O (-1.5375, 2.9075, 1.7763)
H (-0.4254, 4.0378, -1.8995)
H (0.2531, 3.1354, -0.8906)
O (-0.6192, 3.5931, -1.1137)
H (-1.5495, 2.2539, 0.0880)
H (-2.2819, 2.0755, -1.2196)
O (-1.8525, 1.6244, -0.6310)
H (2.6345, 1.4374, -0.7011)
H (1.2903, 1.6131, 0.4163)
O (1.7262, 1.5781, -0.4916)
H (-0.4788, 1.7125, 2.3166)
H (0.6317, 0.6777, 2.5762)
O (0.2268, 1.2136, 1.9638)
H (4.8000, -0.6816, 0.2133)
H (4.2544, -0.1028, 1.3900)
O (4.2296, 0.0241, 0.4724)

HOMO level   -11.83 eV
Net charge   +1
Calculated total energy   -917.793359 hartree
E_LUMO   -2.59 eV
ΔE to the lowest compared entry with this formula, charge and spin   506.7 kJ/mol

Atom charges from the Mulliken analysis, given in e for atoms 1 to 4:
1. C -0.97
2. O -0.51
3. C 0.23
4. C -0.68